# 1
DFT (ωB97M-V/def2-TZVPD) results for the molecule C6H10O.

Values from the calculation:
frontier orbital gap: 10.39 eV
HOMO energy: -9.3 eV
multiplicity: 1
LUMO energy: 1.105 eV

Geometry (Å):
C 0.403 1.673 -0.165
C 1.433 0.930 0.239
C 1.484 -0.583 0.178
O 0.604 -1.191 -0.744
C -0.664 -1.485 -0.203
C -1.268 -0.232 0.366
C -0.888 0.974 -0.588
H 0.528 2.764 -0.153
H 2.320 1.393 0.673
H 1.327 -1.001 1.186
H 2.483 -0.883 -0.148
H -0.603 -2.298 0.534
H -1.285 -1.821 -1.043
H -0.902 0.027 1.370
H -2.359 -0.396 0.515
H -0.790 0.687 -1.653
H -1.825 1.442 -0.364

***

# 2
DFT (ωB97M-V/def2-TZVPD) results for the molecule C2H3IO.

Values from the calculation:
frontier orbital gap: 10.41 eV
HOMO energy: -9.9 eV
multiplicity: 1
LUMO energy: 0.513 eV

Geometry (Å):
C -0.067 -0.515 0.420
C -0.234 0.613 -0.531
O -1.270 1.194 -0.709
I 1.508 1.034 -1.672
H 0.350 -1.435 0.104
H -0.872 -0.672 1.114
H 0.584 -0.219 1.275

***

# 3
DFT (ωB97M-V/def2-TZVPD) results for C22H28ClF5FeN2O2 as an isolated structure.

Values from the calculation:
frontier orbital gap (alpha / beta): 5.52 / 5.47 eV
HOMO energy (alpha / beta): -2.6 / -3.4 eV
total charge: -1
multiplicity: 6
LUMO energy (alpha / beta): 2.874 / 2.041 eV
expectation value of S²: 8.775

Geometry (Å):
Fe -0.769 -0.041 0.542
Cl -2.800 -0.088 1.353
N -0.353 2.210 0.482
N -0.420 -2.251 0.600
C -1.060 2.868 -0.395
C -0.940 -2.989 -0.342
C 0.858 3.022 0.777
C 0.457 4.395 0.243
C 2.041 2.465 0.017
C 1.164 3.087 2.253
H 1.999 2.766 -1.035
H 2.016 1.370 0.060
H 2.972 2.821 0.464
H 0.311 3.515 2.787
H 2.031 3.741 2.390
H 1.406 2.100 2.654
C 0.600 -3.063 1.315
C 0.294 -4.472 0.810
C 0.409 -2.918 2.792
C 2.001 -2.648 0.893
H 2.253 -3.148 -0.048
H 2.721 -2.950 1.659
H 2.037 -1.567 0.734
H -0.559 -3.341 3.070
H 0.418 -1.686 3.126
H 1.221 -3.426 3.321
O -0.566 -4.272 -0.358
H -0.276 -5.066 1.532
H 1.175 -5.039 0.478
O -0.681 4.124 -0.631
H 1.226 4.903 -0.352
H 0.103 5.060 1.038
C -2.165 2.307 -1.215
C -1.890 -2.537 -1.404
C -1.413 -1.263 -2.020
H -2.851 -2.363 -0.894
H -1.994 -3.342 -2.135
C -1.554 -0.083 -1.329
C -1.586 1.149 -1.939
H -0.123 0.091 2.379
C -0.917 1.259 -3.175
C -0.457 0.085 -3.783
C -0.654 2.601 -3.778
C -0.736 -1.183 -3.253
H 0.111 0.155 -4.715
C -0.280 -2.427 -3.939
H 0.294 -2.153 -4.827
H -1.116 -3.066 -4.250
H 0.358 -3.026 -3.274
H -1.574 3.180 -3.938
H -0.146 2.474 -4.738
H -0.008 3.209 -3.125
H -2.548 3.082 -1.880
H -2.931 1.969 -0.505
F 1.089 -0.103 0.134
C 0.479 -0.418 3.180
F 1.803 -0.120 2.916
C 0.014 0.118 4.492
F 1.033 0.493 5.318
F -0.783 1.227 4.298
F -0.746 -0.799 5.167